Computed, not measured: the ion C6H10N with charge +1, with wB97M-V/def2-TZVPD.

Structure (XYZ):
```
17
C6H10N wB97M-V/def2-TZVPD
C 0.8629 -0.5561 0.2632
C 3.0803 0.2521 -0.2415
C -2.2628 1.3006 -0.0730
C -0.4603 -0.3885 0.1297
C -1.3443 -1.5574 -0.0815
C 1.8526 0.4473 0.2151
N -1.0482 0.9050 0.0974
H 1.0548 -1.6739 0.0991
H 3.6987 1.1420 -0.4171
H -2.2403 2.3782 -0.0543
H -3.1002 0.6044 -0.0608
H -2.1746 -1.5126 0.6437
H -0.8584 -2.4426 0.0826
H -1.8982 -1.3012 -1.0238
H 3.4106 -0.6780 -0.4769
H 1.6790 1.4603 0.6374
H -0.2515 1.6203 0.2607
```

## Properties
- Net charge: +1
- 2S+1: 1
- Relative energy (zero: lowest compared OMol25 entry of this formula, charge and spin): 32.0 kcal/mol
- SMILES: C=C/C=C(/C)[NH+]=C

Computed, not measured: a cluster of 2 separate species, CH3FOS in total, with wB97M-V/def2-TZVPD.

Structure (XYZ):
```
7
CH3FOS wB97M-V/def2-TZVPD
C 0.5459 0.9131 -0.1960
H 0.5230 1.8941 0.2903
H 1.2358 0.2560 0.3433
H 0.8852 1.0279 -1.2305
O -0.9256 -2.8710 0.2633
F -0.7181 0.3635 -0.1846
S -1.5461 -1.5836 0.7142
```

## Properties
- 2S+1: 1
- Relative energy (zero: lowest compared OMol25 entry of this formula, charge and spin): 60.9 kcal/mol
- SMILES: O=S.CF

Computed, not measured: a cluster of 5 separate species, C34H56Cl2F8IN2O21S7 in total, with wB97M-V/def2-TZVPD.

Structure (XYZ):
```
131
C34H56Cl2F8IN2O21S7 wB97M-V/def2-TZVPD
C -4.6087 4.6890 1.1922
C -4.9556 3.4402 0.3738
C -4.9225 2.1789 1.2387
C -4.9972 0.9101 0.4005
N -4.6186 -0.3178 1.1242
C -4.4744 -1.4669 0.2201
C -3.3247 -1.2583 -0.7761
C -2.5500 -2.5525 -1.0327
C -1.4749 -2.8890 0.0004
C -0.3795 -1.8236 0.0794
C 0.0340 -1.0275 1.3861
I -0.7014 1.0490 1.1294
C -0.3901 -1.5211 2.7378
Cl -2.0982 -1.3930 2.9589
C 0.4125 -1.9224 3.7365
C 1.9192 -1.9716 3.7501
Cl -0.2893 -2.4387 5.2188
O 1.4477 -0.9291 1.3121
C 1.7717 -0.9974 -0.0256
C 3.2737 -0.8605 -0.3383
O 3.9732 -0.3785 0.7669
C 4.7467 0.7758 0.4486
N 1.0041 -2.2520 -0.4967
C 0.9217 -2.2958 -2.0112
C 2.1048 -2.8387 -2.8054
O 2.8726 -1.7279 -3.2513
C 4.2302 -2.0106 -3.4945
C 4.4285 -2.7835 -4.7920
F 4.2583 -4.1055 -4.6045
F 5.6682 -2.6016 -5.2587
F 3.5743 -2.4106 -5.7422
S 1.3497 -3.8899 0.2564
O 1.1052 -4.7882 -0.8153
O 0.6342 -3.8822 1.4783
C 3.1307 -4.1152 0.8085
F 3.5074 -3.1118 1.5727
F 3.9271 -4.2257 -0.2606
C 3.2055 -5.4475 1.6386
F 4.4821 -5.7734 1.7138
F 2.5284 -6.4076 1.0442
F 2.7229 -5.2448 2.8441
C -5.4630 -0.5665 2.2503
S -5.0129 -0.1645 3.7544
S -6.9985 -1.2678 1.8161
C -7.7596 -1.7213 3.3859
C -7.0863 -2.8312 4.1995
C -6.3714 -3.9124 3.3911
H -5.1140 4.6727 2.1625
H -4.9167 5.6068 0.6845
H -3.5255 4.7425 1.3606
H -5.9647 3.5523 -0.0369
H -4.2444 3.3351 -0.4539
H -5.7594 2.2229 1.9446
H -4.0026 2.1562 1.8391
H -6.0208 0.7997 -0.0015
H -4.3130 1.0053 -0.4462
H -4.2821 -2.3562 0.8310
H -5.4024 -1.6695 -0.3380
H -2.6773 -0.4419 -0.4281
H -3.7295 -0.9232 -1.7367
H -3.2595 -3.3900 -1.0181
H -2.1190 -2.5460 -2.0418
H -1.0374 -3.8447 -0.3061
H -1.9055 -3.0818 0.9795
H -0.6614 -1.0318 -0.6229
H 2.3595 -1.1035 3.2572
H 2.2787 -2.8940 3.2824
H 2.2650 -1.9795 4.7842
H 1.2445 -0.1971 -0.5659
H 3.3226 -0.1506 -1.1732
H 3.7118 -1.7845 -0.7108
H 5.3796 1.0316 1.2960
H 4.0869 1.6284 0.2384
H 5.3678 0.5986 -0.4355
H 0.7847 -1.2501 -2.3028
H 0.0074 -2.8362 -2.2581
H 2.7301 -3.5302 -2.2472
H 1.7007 -3.4045 -3.6537
H 4.6661 -2.6076 -2.6856
H 4.7890 -1.0754 -3.5747
H -7.8649 -0.8077 3.9754
H -8.7559 -2.0423 3.0615
H -6.3710 -2.3772 4.8900
H -7.8679 -3.2912 4.8143
H -5.4322 -3.5280 2.9786
H -6.1209 -4.7562 4.0408
H -6.9858 -4.2889 2.5678
C 8.3436 -2.3284 -0.6600
C 9.6025 -2.0923 -1.4728
O 9.1805 -1.1406 -2.4674
S 8.1077 -0.1482 -1.8574
O 8.7245 1.0504 -1.4329
O 6.9766 -0.1235 -2.7249
O 7.7409 -1.0235 -0.5714
H 7.6538 -3.0031 -1.1706
H 8.5414 -2.6859 0.3465
H 9.9631 -2.9812 -1.9812
H 10.4006 -1.6506 -0.8755
C -9.7699 4.7972 -1.4717
C -10.3796 6.0319 -0.8354
O -9.7154 6.1129 0.4355
S -8.2116 5.6085 0.3048
O -7.3349 6.7076 0.1245
O -7.9775 4.6511 1.3249
O -8.3830 4.8745 -1.1029
H -10.1943 3.8778 -1.0658
H -9.8381 4.7949 -2.5559
H -11.4474 5.9425 -0.6587
H -10.1678 6.9355 -1.4088
C 0.3087 7.0439 4.6379
C -0.6667 6.6080 5.7148
O -1.3382 5.4845 5.1190
S -0.3361 4.6737 4.1909
O 0.2110 3.5669 4.8898
O -0.9554 4.4848 2.9275
O 0.7838 5.8017 4.0886
H -0.1821 7.6145 3.8488
H 1.1595 7.5962 5.0262
H -1.4096 7.3626 5.9549
H -0.1572 6.2793 6.6215
C 7.7174 0.3788 -6.1117
C 7.0715 1.1549 -7.2436
O 7.9978 2.2209 -7.4873
S 9.4953 1.7194 -7.2460
O 10.0875 1.3312 -8.4730
O 10.1346 2.6448 -6.3856
O 9.1123 0.3919 -6.4403
H 7.5749 0.8698 -5.1480
H 7.3752 -0.6513 -6.0556
H 6.1094 1.5838 -6.9777
H 6.9723 0.5513 -8.1478
```

## Properties
- Net charge: +1
- 2S+1: 1

Computed, not measured: a cluster of 2 separate species, H2O4P2 in total, with wB97M-V/def2-TZVPD.

Structure (XYZ):
```
8
H2O4P2 wB97M-V/def2-TZVPD
O -1.4296 -1.6243 -1.2380
O -0.6274 1.8299 1.2126
O -0.9243 -1.5304 1.1860
O -0.0179 1.9787 -1.2603
P -0.7255 -0.9523 -0.1460
P 0.0391 1.2092 0.0056
H 2.3091 -1.4476 0.0735
H 1.3766 0.5366 0.1666
```

## Properties
- Net charge: -2
- 2S+1: 1
- Relative energy (zero: lowest compared OMol25 entry of this formula, charge and spin): 50.2 kcal/mol

Computed, not measured: a structure of composition C27H22F2InN6, with wB97M-V/def2-TZVPD.

Structure (XYZ):
```
58
C27H22F2InN6 wB97M-V/def2-TZVPD
In 0.0000 0.0000 0.0000
C -0.8171 1.0768 -1.6030
N -1.9012 1.1029 -0.4089
C -1.9897 2.4126 0.1306
C -0.6024 2.6696 0.6492
N 0.4667 2.0047 0.2220
C 1.5114 2.5176 0.9516
C 2.8733 2.1860 0.9180
C 3.7538 2.8642 1.7697
C 3.2874 3.8536 2.6388
C 1.9310 4.1991 2.6892
C 1.0750 3.5073 1.8283
N -0.2805 3.5791 1.6192
C 0.3010 -0.0505 -1.7076
N 1.6316 -0.0488 -1.4189
C 2.1923 -1.0352 -2.1810
C 3.5431 -1.3721 -2.3481
C 3.8788 -2.3576 -3.2840
C 2.8867 -3.0028 -4.0263
C 1.5303 -2.6999 -3.8485
C 1.2249 -1.7084 -2.9121
N 0.0377 -1.1468 -2.5120
H -0.3769 2.0607 -1.8175
H -1.4497 0.9327 -2.4947
H -2.4876 0.3948 -0.9006
H -2.7133 2.4465 0.9504
H -2.2719 3.1607 -0.6169
H 3.2183 1.4128 0.2400
H 4.8110 2.6118 1.7514
H 3.9923 4.3641 3.2916
H 1.5710 4.9645 3.3667
H -0.9226 4.1838 2.1047
H 4.3048 -0.8455 -1.7848
H 4.9247 -2.6086 -3.4425
H 3.1749 -3.7517 -4.7613
H 0.7636 -3.1966 -4.4321
H -0.8646 -1.3723 -2.8995
F 2.7391 1.4712 4.5473
C 1.7516 0.7712 3.9754
C 1.5656 0.8398 2.6061
C 0.5322 0.1040 2.0277
C -0.3388 -0.7125 2.7756
C -0.1043 -0.7447 4.1606
F -0.8658 -1.4848 4.9793
C 0.9253 -0.0154 4.7606
C -1.4120 -1.4609 2.0758
C -2.3357 -2.3000 2.7008
C -3.3067 -2.9570 1.9412
C -3.3446 -2.7693 0.5690
C -2.4045 -1.9277 0.0110
N -1.4563 -1.2818 0.7258
H 2.2120 1.4553 1.9908
H 1.0756 -0.0656 5.8332
H -2.3317 -2.4669 3.7709
H -4.0265 -3.6107 2.4261
H -4.0853 -3.2646 -0.0478
H -2.3830 -1.7405 -1.0586
H 0.6621 -1.6816 -0.0502
```

## Properties
- Net charge: +1
- 2S+1: 1
- Relative energy (zero: lowest compared OMol25 entry of this formula, charge and spin): 194.4 kcal/mol

Computed, not measured: a structure of composition C4H3NO3, with wB97M-V/def2-TZVPD.

Structure (XYZ):
```
11
C4H3NO3 wB97M-V/def2-TZVPD
C 1.0288 -0.4788 -0.0889
C -0.7239 0.5869 0.1077
C -1.9589 -0.9754 -0.0375
C -0.3030 -0.7571 -0.1429
H 2.7531 -0.1315 -0.2314
H -2.7093 -1.5951 -0.8156
H -2.3802 -1.2892 0.9339
N 0.1673 1.6044 -0.0328
O 2.3016 -1.0979 0.1349
O 1.3567 0.9212 -0.0369
O -2.0449 0.3682 0.0660
```

## Properties
- 2S+1: 1
- Relative energy (zero: lowest compared OMol25 entry of this formula, charge and spin): 172.2 kcal/mol

Computed, not measured: a structure of composition C24H45GaNO2P2, with wB97M-V/def2-TZVPD.

Structure (XYZ):
```
75
C24H45GaNO2P2 wB97M-V/def2-TZVPD
Ga 0.0707 0.2281 1.1321
C 1.1121 -2.8660 -0.5724
C 1.3049 -1.9709 -1.6617
C 2.9941 -1.5969 -0.1494
C 2.1682 -2.6472 0.3552
C 2.4664 -1.1832 -1.4023
C 0.0035 -3.8433 -0.4361
H -0.9114 -3.4956 -0.9380
H -0.2284 -4.0339 0.6191
H 0.2585 -4.8156 -0.8878
C 2.3794 -3.3531 1.6362
H 1.6167 -4.1256 1.7940
H 2.3731 -2.6569 2.4893
H 3.3569 -3.8537 1.6292
C 4.1763 -1.0085 0.5189
H 5.1158 -1.3640 0.0639
H 4.1979 -1.2970 1.5773
H 4.1775 0.0925 0.4508
C 3.0177 -0.1109 -2.2640
H 3.7019 -0.4948 -3.0376
H 3.5939 0.6020 -1.6637
H 2.2205 0.4336 -2.7849
C 0.4187 -1.8865 -2.8457
H 0.5629 -2.7124 -3.5628
H 0.5677 -0.9506 -3.3954
H -0.6309 -1.9256 -2.5323
C -2.5431 1.1158 -0.7021
C -2.3711 -0.0019 -1.4213
C -2.8024 -0.1211 -2.8516
C -1.9315 0.5600 -3.9501
C -0.7543 1.3566 -3.4673
C -0.8761 2.4648 -2.7313
C -2.1985 3.0840 -2.3956
C -3.0509 2.4033 -1.2843
H -3.8302 0.2597 -2.9796
H -2.6145 1.1855 -4.5478
H -2.8360 -1.1953 -3.0965
H -4.0569 2.2566 -1.7093
H -2.4415 1.0944 0.3922
H -1.9906 -0.9132 -0.9489
H -3.1559 3.1285 -0.4597
H -2.0052 4.1189 -2.0706
H 0.0056 3.0347 -2.4176
H -2.8392 3.1621 -3.2890
H -1.5575 -0.2296 -4.6218
H 0.2265 1.0208 -3.8268
P -1.6096 -1.0415 2.4815
C -0.9653 -2.4542 3.4381
H -1.7607 -2.7779 4.1250
H -0.0888 -2.1329 4.0248
H -0.6888 -3.2864 2.7774
C -2.2923 0.0237 3.7934
H -2.9433 -0.6075 4.4183
H -2.8760 0.8355 3.3387
H -1.4714 0.4376 4.4008
C -3.0354 -1.7678 1.6319
H -3.5686 -1.0101 1.0454
H -3.7186 -2.1875 2.3861
H -2.7118 -2.5692 0.9525
P 1.0041 2.4568 1.1654
C 1.9198 2.8397 -0.3572
H 1.9448 3.9321 -0.4837
H 1.4261 2.3896 -1.2246
H 2.9527 2.4649 -0.3028
C -0.2311 3.7826 1.2641
H -0.5992 4.0034 0.2540
H 0.2617 4.6711 1.6881
H -1.0763 3.4853 1.9069
C 2.2227 2.8173 2.4764
H 2.4204 3.9000 2.4774
H 3.1595 2.2826 2.2734
H 1.8636 2.5075 3.4675
O 1.4791 0.3986 4.6149
N 0.8867 -0.0829 3.6632
O 1.6346 -0.2590 2.5497
```

## Properties
- Net charge: +1
- 2S+1: 1

Computed, not measured: a cluster of 3 separate species, C2H10O2 in total, with wB97M-V/def2-TZVPD.

Structure (XYZ):
```
14
C2H10O2 wB97M-V/def2-TZVPD
C 2.0630 -1.3455 -1.7867
C 0.7612 -0.4887 -1.7894
H 2.3611 -1.6877 -0.7984
H 2.9093 -0.7446 -2.1263
H 1.9499 -2.1920 -2.4489
H 0.2835 -0.7453 -0.8430
H 0.9664 0.5657 -1.8401
H 0.0928 -0.8693 -2.5491
H -5.8952 -0.9514 1.9466
H -5.8537 0.5974 1.8449
O -5.3437 -0.2001 1.6845
H 2.6421 2.6596 2.5809
H 1.3779 2.8506 3.4994
O 1.6855 2.5514 2.6258
```

## Properties
- 2S+1: 1
- Relative energy (zero: lowest compared OMol25 entry of this formula, charge and spin): 11.5 kcal/mol
- SMILES: CC.O.O

DFT total energy, record by record: -289.0319, -613.0833, -7822.5525, -984.8753, -1759.8613, -434.4529, -3753.8132, -232.6509 hartree
Largest force on an atom, record by record: 5.046, 1.361, 0.690, 1.958, 17.972, 5.878, 3.099, 2.125 eV/A